Record 1
Density functional theory data (wB97M-V/def2-TZVPD) for a 3-piece molecular cluster, C4H14N2OS overall.

Calculated values
Orbital gap, eV: 5.284
Relative energy (zero: lowest compared OMol25 entry of this formula, charge and spin), kcal/mol: 116.5
Energy, eV: -20232.9760
Net charge: 0

Last column: Löwdin charge in e.
Atoms and positions in Å:
N 0.23496 -0.93515 0.04014  0.01
C 0.42039 0.59836 0.04480  -0.36
C 1.40637 1.07127 1.13502  -0.07
S 3.73056 -0.18250 -0.35765  0.18
C -1.09329 0.97350 0.36154  -0.16
N -2.03068 0.68296 -0.88451  -0.11
C -3.50913 0.47989 -0.61010  -0.13
H 1.02876 -1.24484 0.61938  0.06
H 0.58934 -1.22909 -0.85692  0.07
H 0.59913 0.99214 -0.94576  0.12
H 1.15511 0.57986 2.08928  0.11
H 1.55660 2.11484 1.25883  0.08
H 2.37751 0.65291 0.87530  -0.14
H -1.74720 0.56319 1.08792  0.08
H -1.03754 2.06912 0.61415  0.11
H -2.01224 1.47178 -1.50874  0.07
H -3.54562 -0.28615 0.16337  0.04
H -4.06526 1.36174 -0.19880  0.08
H -4.01583 0.10702 -1.47662  0.06
H -1.37441 -1.66502 0.14608  -0.02
H -2.09301 -2.97107 0.73188  0.02
O -2.23504 -2.07116 0.43077  -0.11

Record 2
Density functional theory data (wB97M-V/def2-TZVPD) for one molecule with the formula C16H13BrN2O4.

Calculated values
Orbital gap, eV: 7.699
Relative energy (zero: lowest compared OMol25 entry of this formula, charge and spin), kcal/mol: 245.8
Energy, eV: -98005.4559
Net charge: 0
Structure (SMILES): COCCn1cc(C(=O)c2cc(Br)ccc2O)cc(C#N)c1=O

Last column: Löwdin charge in e.
Atoms and positions in Å:
C 0.65608 -3.01941 0.54799  -0.07
H 0.48788 -4.09036 0.46802  0.09
O -0.13387 -2.18546 -0.35602  -0.20
C -1.58439 -2.39123 0.05153  -0.17
C -1.96540 -1.61923 1.10994  -0.16
N -1.98794 -0.13670 0.91914  0.00
C -0.83317 0.39848 0.82605  0.11
C -0.63870 1.82933 0.06711  -0.05
C -1.85003 2.58111 -0.11210  0.00
C -2.98090 1.93618 0.18346  -0.04
C -4.26505 2.91789 -0.00699  -0.13
N -5.26001 3.43051 -0.30820  0.11
C -3.13996 0.41932 0.50668  -0.45
O -4.18285 0.08803 0.81522  0.16
H -1.72328 3.56378 -0.47963  0.12
C 0.63200 2.38002 0.03376  -0.48
O 0.92705 3.44502 -0.00786  0.22
C 1.75897 1.39353 -0.32784  -0.06
C 3.16070 1.78778 0.06438  -0.07
C 4.06131 0.84735 -0.00557  -0.65
C 3.85023 -0.31482 -1.01985  -0.06
C 2.53801 -0.42994 -1.34208  -0.12
C 1.58980 0.45805 -1.19840  -0.40
O 0.32745 0.21952 -1.66553  -0.01
H 0.35550 -0.51549 -2.52928  0.24
H 2.58618 -1.35461 -2.15536  0.18
H 4.72080 -1.17777 -1.12158  0.16
Br 5.83826 1.26887 0.62104  0.67
H 3.12375 2.51466 0.86135  0.12
H 0.15854 -0.11242 0.96371  0.16
H -3.00723 -1.53466 1.52406  0.16
H -1.34160 -1.63762 1.97305  0.13
H -2.20058 -2.01642 -0.76939  0.14
H -1.91932 -3.52048 0.31938  0.19
H 0.61200 -2.72590 1.50082  0.03
H 1.62978 -2.69692 0.04898  0.11

Record 3
Density functional theory data (wB97M-V/def2-TZVPD) for a 9-piece molecular cluster, C9H26Cl2N8O16 overall.

Calculated values
Orbital gap, eV: 10.511
Relative energy (zero: lowest compared OMol25 entry of this formula, charge and spin), kcal/mol: 0.0
Energy, eV: -79457.6219
Net charge: 0
Structure (SMILES): C[N+](=O)[O-].C[N+](=O)[O-].C[N+](=O)[O-].C[N+](=O)[O-].C[N+](=O)[O-].C[N+](=O)[O-].C[N+](=O)[O-].C[N+](=O)[O-].ClCCl

Last column: Löwdin charge in e.
Atoms and positions in Å:
C -3.85270 0.47876 -3.04724  0.05
N -3.41205 -0.73976 -3.78460  -0.44
O -2.43875 -1.36943 -3.41012  0.03
O -4.03352 -0.99474 -4.80845  0.07
H -4.83910 0.72797 -3.41477  0.10
H -3.09385 1.23870 -3.19458  0.10
H -3.93649 0.18258 -2.00268  0.08
C -3.01671 -4.20959 -1.80589  0.01
N -4.29749 -3.49334 -1.90568  -0.42
O -4.34319 -2.32952 -1.53636  0.02
O -5.27553 -4.16291 -2.18237  0.08
H -2.83593 -4.70762 -2.75651  0.11
H -2.94270 -4.89060 -0.96762  0.08
H -2.23730 -3.45311 -1.72462  0.08
C 0.55838 3.42521 -0.70690  0.02
N 0.41884 4.87559 -0.93112  -0.45
O 0.39752 5.28929 -2.06994  0.07
O 0.41881 5.58349 0.05809  0.06
H 0.32601 2.91423 -1.63554  0.09
H -0.15481 3.15827 0.07149  0.08
H 1.53003 3.14116 -0.30898  0.09
C 3.13036 -2.28702 -0.30406  0.05
N 2.65562 -2.76384 1.02445  -0.44
O 3.35360 -3.50581 1.67399  0.09
O 1.54569 -2.41025 1.37918  0.03
H 3.15646 -1.21151 -0.19706  0.08
H 2.38306 -2.71736 -0.97073  0.11
H 4.04736 -2.79646 -0.57418  0.10
C 3.69074 2.04051 3.77210  0.06
N 4.11409 2.35321 2.36111  -0.45
O 3.33433 2.11904 1.46955  0.04
O 5.22254 2.80799 2.22393  0.08
H 4.43341 1.39752 4.22189  0.10
H 2.72028 1.56151 3.67560  0.09
H 3.53609 3.01528 4.22577  0.10
C -0.82999 -0.72926 -0.03939  0.06
N 0.48136 -0.03484 -0.17394  -0.43
O 1.12527 -0.23111 -1.18311  0.04
O 0.82508 0.70323 0.71939  0.05
H -1.27920 -0.89040 -1.01292  0.08
H -1.45232 -0.15986 0.64126  0.07
H -0.54515 -1.66386 0.44472  0.08
C -2.33643 2.56965 3.05578  0.05
N -2.70864 1.18795 3.45465  -0.43
O -3.37117 1.03442 4.45863  0.09
O -2.34599 0.29584 2.70219  0.04
H -2.31398 3.27126 3.88096  0.10
H -3.12952 2.87215 2.37173  0.11
H -1.37241 2.50152 2.56137  0.09
C 3.65382 1.11845 -2.97295  0.05
N 4.88190 0.76148 -2.22372  -0.43
O 5.60224 1.70302 -1.92156  0.06
O 5.12191 -0.39995 -1.93199  0.05
H 3.03620 0.22689 -3.02797  0.08
H 3.99597 1.35034 -3.97979  0.10
H 3.18526 1.95694 -2.47876  0.09
C -2.02635 -3.02890 2.96300  -1.02
Cl -1.58966 -4.40039 4.01000  0.52
Cl -3.07743 -3.44898 1.60623  0.55
H -2.63520 -2.34827 3.54833  0.01
H -1.15865 -2.48474 2.61068  0.01

Record 4
Density functional theory data (wB97M-V/def2-TZVPD) for a 7-piece molecular cluster, C4H22N2O7S overall.

Calculated values
Orbital gap, eV: 8.861
Relative energy (zero: lowest compared OMol25 entry of this formula, charge and spin), kcal/mol: 33.8
Energy, eV: -32653.3441
Net charge: 0
Structure (SMILES): CNC(=O)[C@@H](N)CS.O.O.O.O.O.O

Last column: Löwdin charge in e.
Atoms and positions in Å:
N -1.63699 -2.00388 -1.19526  0.06
C -1.10209 -0.99970 -0.28980  -0.40
C 0.42573 -1.08907 -0.09746  -0.50
S 0.84689 -2.72969 0.57454  0.72
C -1.35942 0.35955 -0.93004  -0.47
N -2.16105 1.28183 -0.31640  0.04
C -2.87058 1.08727 0.93398  -0.07
O -0.70043 0.66004 -1.90810  0.04
H -1.56876 -1.67704 -2.15738  0.08
H -1.34127 -2.94487 -1.02517  0.04
H -1.55092 -1.13173 0.69465  0.10
H 0.88809 -1.01963 -1.07624  0.05
H 0.83791 -0.29579 0.52249  0.06
H 1.52377 -2.31906 1.65447  -0.16
H -2.31144 2.12838 -0.86130  0.15
H -2.68823 0.09170 1.30321  0.05
H -3.93740 1.31853 0.95038  0.09
H -2.46620 1.75334 1.70599  0.07
H 3.42586 -1.33753 -2.38958  0.05
H 4.18513 -0.33062 -1.59609  0.04
O 3.43656 -0.39359 -2.19934  -0.04
H 0.96773 2.39797 1.20230  0.02
H -0.52776 2.28403 1.48442  0.02
O 0.28878 2.65981 1.85796  -0.06
H 0.85415 1.38110 -4.25849  0.02
H 2.12291 1.66208 -3.42872  0.01
O 1.80801 1.46687 -4.31859  -0.06
H -0.90402 -0.17035 3.66302  0.00
H -1.66000 -1.49453 3.86259  0.04
O -1.75223 -0.60594 3.50619  -0.06
H 0.81810 1.29908 2.99936  0.00
H 1.38432 0.45373 4.23751  0.05
O 1.04515 0.42053 3.34393  -0.07
H 2.28118 1.37737 -0.60657  0.05
H 1.80608 2.76887 -0.62199  0.07
O 1.45188 1.87197 -0.52412  -0.04